{
  "formula": "C24H32FeN7O4",
  "method": "ωB97M-V/def2-TZVPD",
  "elements": ["Fe", "C", "C", "N", "C", "C", "C", "C", "C", "C", "C", "N", "C", "C", "N", "N", "H", "H", "H", "H", "H", "H", "H", "H", "H", "H", "H", "H", "H", "H", "H", "H", "H", "H", "O", "C", "C", "C", "C", "C", "C", "C", "O", "N", "O", "O", "H", "H", "H", "H", "N", "C", "N", "C", "C", "C", "C", "C", "H", "H", "H", "H", "H", "H", "H", "H", "H", "H"],
  "xyz": [[0.848, 0.650, 0.065], [2.221, 2.983, -0.761], [0.823, 3.605, -0.674], [-0.155, 2.657, -0.061], [-0.867, 3.153, 1.128], [-0.837, 2.131, 2.234], [-1.724, 2.145, 3.293], [-1.560, 1.206, 4.303], [-0.523, 0.292, 4.219], [0.307, 0.335, 3.112], [1.422, -0.652, 2.895], [2.169, -0.303, 1.684], [3.330, 0.583, 1.911], [3.579, 1.397, 0.653], [2.285, 2.033, 0.358], [0.152, 1.238, 2.145], [2.994, 3.752, -0.704], [2.371, 2.429, -1.683], [0.498, 3.914, -1.665], [0.847, 4.500, -0.052], [-0.822, 2.373, -0.766], [-1.896, 3.428, 0.894], [-0.383, 4.064, 1.489], [-2.517, 2.880, 3.335], [-2.234, 1.192, 5.149], [-0.361, -0.446, 4.995], [0.993, -1.648, 2.772], [2.066, -0.693, 3.778], [2.481, -1.152, 1.234], [4.224, 0.030, 2.204], [3.078, 1.249, 2.740], [3.849, 0.765, -0.190], [4.381, 2.123, 0.804], [1.979, 2.512, 1.200], [2.018, -0.718, -0.705], [2.263, -1.044, -1.890], [1.775, -0.399, -3.039], [2.227, -0.804, -4.314], [1.751, -0.152, -5.407], [0.817, 0.890, -5.294], [0.364, 1.286, -4.062], [0.840, 0.653, -2.896], [0.406, 1.063, -1.738], [2.236, -0.544, -6.744], [1.846, 0.117, -7.679], [3.071, -1.419, -6.787], [2.931, -1.900, -2.023], [2.942, -1.609, -4.431], [0.462, 1.365, -6.198], [-0.368, 2.078, -3.967], [-0.738, -0.474, 0.195], [-1.651, -1.185, 0.265], [-2.696, -1.936, 0.374], [-3.656, -1.724, 1.494], [-4.535, -2.958, 1.627], [-3.691, -4.230, 1.664], [-2.827, -4.391, 0.390], [-2.865, -3.141, -0.477], [-4.244, -0.827, 1.296], [-3.078, -1.570, 2.408], [-5.252, -2.994, 0.806], [-5.120, -2.854, 2.541], [-4.340, -5.094, 1.792], [-3.045, -4.198, 2.545], [-3.173, -5.230, -0.216], [-1.793, -4.607, 0.661], [-3.817, -3.037, -0.997], [-2.079, -3.137, -1.230]],
  "molar_mass_g_mol": 538.41,
  "largest_force_ev_per_a": 1.6,
  "e_lumo_ev": [-6.79, -6.33],
  "spin_multiplicity": 2,
  "total_charge": 2,
  "homo_lumo_gap_ev": [7.5, 8.0],
  "e_homo_ha": [-0.5266, -0.5262],
  "energy_ev": -78399.1813,
  "s2": 0.882
}

***

{
  "formula": "C24H32HgIN3",
  "method": "ωB97M-V/def2-TZVPD",
  "elements": ["C", "C", "H", "H", "H", "H", "H", "H", "C", "C", "C", "C", "H", "H", "H", "H", "N", "C", "C", "N", "C", "C", "C", "H", "H", "C", "H", "H", "Hg", "I", "C", "C", "C", "C", "C", "C", "C", "C", "N", "C", "C", "C", "C", "H", "H", "H", "H", "H", "H", "H", "H", "H", "H", "H", "H", "H", "H", "H", "H", "H", "H"],
  "xyz": [[1.494, 3.652, -1.306], [2.511, 1.463, -1.631], [1.873, 3.920, -2.325], [2.252, 3.665, -0.505], [0.726, 4.320, -0.954], [2.568, 0.810, -2.477], [3.349, 2.302, -1.873], [2.835, 0.949, -0.730], [-2.420, 2.018, -2.215], [-3.691, 1.634, -2.579], [-3.875, 0.405, -3.255], [-2.741, -0.350, -3.444], [-2.225, 2.970, -1.693], [-4.510, 2.290, -2.363], [-4.866, 0.093, -3.596], [-2.846, -1.289, -3.997], [-1.359, 1.224, -2.412], [-1.491, 0.001, -2.998], [-0.325, -0.878, -3.118], [0.835, -0.442, -2.582], [1.880, -1.239, -2.578], [0.703, -2.940, -3.815], [1.922, -2.516, -3.202], [2.800, -0.861, -2.105], [2.844, -3.070, -3.197], [-0.382, -2.111, -3.767], [-1.311, -2.422, -4.265], [0.695, -3.910, -4.319], [0.377, 2.111, -1.442], [-0.887, 2.391, 1.014], [-0.850, 1.288, 5.235], [0.062, 0.976, 4.076], [1.219, 1.723, 3.891], [2.084, 1.454, 2.830], [3.304, 2.307, 2.644], [1.795, 0.410, 1.957], [0.579, -0.373, 2.062], [-0.262, -0.040, 3.191], [0.330, -1.243, 1.105], [-0.777, -2.237, 1.085], [-0.812, -3.114, 2.332], [-2.135, -1.590, 0.871], [-0.490, -3.141, -0.118], [-0.417, 0.936, 6.187], [-1.004, 2.374, 5.330], [-1.835, 0.804, 5.114], [1.447, 2.527, 4.572], [3.041, 3.378, 2.610], [4.008, 2.180, 3.485], [3.846, 2.053, 1.718], [2.476, 0.147, 1.147], [-1.211, -0.582, 3.304], [-1.097, -2.551, 3.222], [-1.539, -3.922, 2.190], [0.176, -3.560, 2.510], [-2.131, -0.974, -0.032], [-2.892, -2.372, 0.767], [-2.411, -0.948, 1.707], [-0.495, -2.560, -1.048], [0.504, -3.606, -0.027], [-1.247, -3.933, -0.191]],
  "molar_mass_g_mol": 690.04,
  "largest_force_ev_per_a": 5.6,
  "e_lumo_ev": [-0.80, -0.78],
  "total_charge": 0,
  "homo_lumo_gap_ev": [6.2, 5.4],
  "e_homo_ha": [-0.2564, -0.2270],
  "energy_ev": -42148.0154
}

***

{
  "formula": "C24H32N2O3S",
  "method": "ωB97M-V/def2-TZVPD",
  "elements": ["C", "O", "C", "C", "C", "C", "C", "C", "N", "C", "C", "N", "C", "C", "C", "C", "C", "C", "C", "C", "C", "C", "O", "S", "C", "C", "C", "C", "O", "C", "H", "H", "H", "H", "H", "H", "H", "H", "H", "H", "H", "H", "H", "H", "H", "H", "H", "H", "H", "H", "H", "H", "H", "H", "H", "H", "H", "H", "H", "H", "H", "H"],
  "xyz": [[1.456, 2.299, 1.899], [1.839, 1.884, 0.612], [0.873, 1.680, -0.324], [1.321, 1.245, -1.573], [0.416, 1.013, -2.586], [-0.941, 1.201, -2.375], [-1.402, 1.623, -1.136], [-2.885, 1.786, -0.881], [-3.607, 0.630, -0.363], [-3.710, -0.516, -1.249], [-2.546, -1.504, -1.138], [-2.397, -1.919, 0.246], [-1.402, -2.971, 0.413], [-0.025, -2.600, -0.044], [0.510, -2.755, -1.290], [1.801, -2.212, -1.423], [2.255, -1.630, -0.272], [3.474, -0.986, -0.050], [4.532, -0.438, 0.130], [5.776, 0.271, 0.416], [6.439, 0.710, -0.892], [6.703, -0.663, 1.215], [5.508, 1.454, 1.158], [1.072, -1.755, 1.000], [-2.141, -0.768, 1.091], [-3.305, 0.233, 1.007], [-4.555, -0.341, 1.693], [-5.718, 0.655, 1.710], [-6.265, 0.892, 0.440], [-0.487, 1.874, -0.118], [0.829, 1.549, 2.392], [0.928, 3.258, 1.875], [2.382, 2.418, 2.458], [2.380, 1.102, -1.714], [0.769, 0.683, -3.552], [-1.641, 1.021, -3.177], [-3.040, 2.601, -0.167], [-3.376, 2.063, -1.820], [-3.790, -0.158, -2.277], [-4.635, -1.044, -1.001], [-2.772, -2.389, -1.739], [-1.623, -1.045, -1.528], [-1.746, -3.836, -0.163], [-1.388, -3.242, 1.472], [-0.007, -3.256, -2.089], [2.379, -2.243, -2.329], [7.360, 1.241, -0.666], [5.773, 1.382, -1.427], [6.658, -0.153, -1.515], [6.947, -1.544, 0.627], [7.619, -0.133, 1.466], [6.217, -0.982, 2.136], [4.888, 1.243, 1.864], [-2.038, -1.114, 2.123], [-1.209, -0.255, 0.804], [-3.013, 1.139, 1.553], [-4.862, -1.257, 1.191], [-4.297, -0.591, 2.723], [-6.534, 0.264, 2.324], [-5.375, 1.602, 2.159], [-5.514, 1.059, -0.152], [-0.854, 2.225, 0.835]],
  "molar_mass_g_mol": 428.60,
  "largest_force_ev_per_a": 1.2,
  "e_lumo_ev": 0.45,
  "total_charge": 0,
  "homo_lumo_gap_ev": 8.5,
  "e_homo_ha": -0.2975,
  "energy_ev": -45363.1212,
  "smiles": "COc1cccc(CN2CCN(Cc3ccc(C#CC(C)(C)O)s3)C[C@@H]2CCO)c1"
}